C2H8N4O2 | wB97M-V/def2-TZVPD

Geometry as ORCA input:
```
! RIJCOSX wB97M-V def2-TZVPD def2/J DEFGRID3
* xyz 0 1
C 1.15095 -1.48775 0.03111
N 0.65617 -0.14903 -0.03648
N 1.54056 0.87492 -0.21982
C -0.68655 0.19099 -0.05927
N -1.29112 1.38715 -0.10324
O -0.61515 2.56024 0.21284
N -1.60773 -0.90463 0.04974
O -2.94516 -0.51586 -0.23094
H 0.27307 -2.16010 0.04289
H 1.94323 -1.67155 -0.73608
H 1.68543 -1.51972 1.04891
H 1.97886 0.80784 -1.13607
H 2.23377 1.02856 0.58041
H 0.17407 2.43981 -0.26640
H -1.64009 -1.35308 0.98798
H -2.85032 0.47222 -0.16557
*
```

- SMILES string: CN(N)/C(=N\O)NO
- Lowest unoccupied orbital energy: 0.49 eV
- Energy above the lowest of the compared OMol25 structures with the same formula, charge and spin: 7.132 eV
- Total energy: -450.323389 Ha

Atom charges from the Mulliken analysis, given in e for atoms 1 to 2:
1. C -0.906
2. N 0.377

C53H42NO17P | wB97M-V/def2-TZVPD

Geometry as ORCA input:
```
! RIJCOSX wB97M-V def2-TZVPD def2/J DEFGRID3
* xyz 0 1
N -3.02298 4.44698 -1.63384
P -1.96306 3.40104 -2.28859
C -2.21569 1.76368 -1.30159
O -3.67279 1.84160 -1.05312
C -4.18443 1.46401 -2.35233
O -5.31469 1.60373 -2.84122
O -3.17294 0.76736 -3.14131
C -2.23005 0.37709 -2.08561
C -0.88098 -0.23637 -2.67348
C 0.03700 -0.72598 -1.44232
C 1.36964 0.15633 -1.23883
C 2.47393 -0.51504 -0.34610
C 3.80566 0.28297 -0.14250
C 4.08237 1.66994 -0.79220
C 2.95287 2.31408 -1.65875
C 1.62784 1.54427 -1.86563
H -2.52744 5.26187 -1.24577
H -2.36855 3.26071 -3.66970
H -0.64693 3.94715 -2.15922
H -1.61618 1.85971 -0.32265
H -2.79795 -0.34160 -1.39847
H -0.34915 0.46715 -3.40126
H -1.17934 -1.16133 -3.30265
H -0.54288 -0.87531 -0.46540
H 0.41763 -1.77656 -1.74132
H 2.34220 -1.54097 0.13716
H 4.60056 -0.20707 0.52462
H 5.07671 2.21350 -0.65118
H 3.05823 3.33338 -2.15083
H 0.83448 2.02156 -2.52633
O 2.71093 4.99060 4.60368
C 2.08043 4.47872 3.69525
C 1.02097 5.22289 2.98175
C 0.33031 4.66072 1.98909
C 0.59572 3.27211 1.56001
O -0.03380 2.75908 0.65184
C 1.65484 2.52753 2.27291
C 2.34569 3.08919 3.26538
H 0.84005 6.23909 3.30821
H -0.44957 5.19037 1.45584
H 1.83571 1.51058 1.94532
H 3.12548 2.55935 3.79822
O 4.53287 10.40000 7.01605
C 3.90375 9.88829 6.10908
C 2.84389 10.63227 5.39506
C 2.15319 10.07030 4.40252
C 2.41862 8.68085 3.97284
O 1.78796 8.16891 3.06415
C 3.47791 7.93688 4.68624
C 4.16874 8.49904 5.67906
H 2.66278 11.64881 5.72173
H 1.37341 10.59989 3.86940
H 3.65881 6.92062 4.35972
H 4.94832 7.96934 6.21206
O -3.00337 -4.12100 -8.69484
C -2.49903 -3.84892 -7.62250
C -1.22772 -3.09840 -7.54052
C -0.67421 -2.80248 -6.36402
C -1.30825 -3.21037 -5.09287
O -0.80165 -2.93740 -4.01803
C -2.57867 -3.96035 -5.17417
C -3.13277 -4.25661 -6.35042
H -0.77687 -2.80655 -8.48101
H 0.25665 -2.25434 -6.28514
H -3.02914 -4.25202 -4.23345
H -4.06331 -4.80462 -6.42873
O -3.57383 4.22481 3.93765
C -3.68439 3.04073 3.67986
C -3.64605 2.55139 2.28516
C -3.76926 1.25335 2.00433
C -3.94761 0.24915 3.07378
O -4.05799 -0.93740 2.81596
C -3.98604 0.73823 4.46817
C -3.86294 2.03573 4.75010
H -3.51391 3.30000 1.51212
H -3.74400 0.87855 0.98964
H -4.11799 -0.01033 5.23980
H -3.88801 2.41090 5.76561
O -0.22505 -7.28035 -0.50508
C 0.59459 -6.39111 -0.63476
C 1.78025 -6.30566 0.24535
C 2.67745 -5.32907 0.10413
C 2.52589 -4.29222 -0.93889
O 3.34666 -3.40055 -1.06979
C 1.34045 -4.37771 -1.81833
C 0.44330 -5.35367 -1.67724
H 1.87631 -7.07344 1.00315
H 3.55077 -5.25060 0.73974
H 1.24362 -3.60999 -2.57639
H -0.42966 -5.43139 -2.31293
O -2.71004 -1.13506 7.39424
C -2.82048 -2.32067 7.13649
C -2.78208 -2.80993 5.74231
C -2.90505 -4.10743 5.46049
C -3.08345 -5.11214 6.53039
O -3.19359 -6.29592 6.27315
C -3.12195 -4.62280 7.92521
C -2.99890 -3.32507 8.20662
H -2.65013 -2.06140 4.97065
H -2.87991 -4.48271 4.44509
H -3.25395 -5.37130 8.69668
H -3.02402 -2.94934 9.22190
O 5.14953 -4.99595 -8.30568
C 4.21504 -5.12191 -7.53787
C 2.90152 -5.61756 -8.00194
C 1.87657 -5.75328 -7.15958
C 2.01028 -5.41576 -5.72643
O 1.07451 -5.54170 -4.95770
C 3.32343 -4.92015 -5.26222
C 4.34848 -4.78434 -6.10442
H 2.82081 -5.86090 -9.05416
H 0.90770 -6.11402 -7.48218
H 3.40423 -4.67663 -4.20973
H 5.31710 -4.42361 -5.78170
*
```

- SMILES string: N=[PH2][C@H]1OC(=O)O[C@H]1CCc1ccccc1.O=C1C=CC(=O)C=C1.O=C1C=CC(=O)C=C1.O=C1C=CC(=O)C=C1.O=C1C=CC(=O)C=C1.O=C1C=CC(=O)C=C1.O=C1C=CC(=O)C=C1.O=C1C=CC(=O)C=C1
- Lowest unoccupied orbital energy: -2.03 eV
- Total energy: -3719.538713 Ha

Atom charges from the Mulliken analysis, given in e for atoms 1 to 2:
1. N -0.750
2. P 0.242

C4H4N3O2S2 | wB97M-V/def2-TZVPD

Geometry as ORCA input:
```
! RIJCOSX wB97M-V def2-TZVPD def2/J DEFGRID3
* xyz -1 1
C -3.60237 -0.23494 -0.00337
C 2.54693 -0.55285 0.05683
C 0.31243 0.65023 -0.25942
C -0.94909 0.73105 -0.92852
N -1.80063 -0.00275 -0.13807
N -1.18038 -0.23066 1.02351
N 0.05404 0.07157 0.91933
O -3.93379 -1.30800 -0.35323
O -4.03743 0.81358 0.35533
S 2.79038 -0.44664 1.73344
S 3.71032 -0.69686 -1.02205
H 1.24365 1.09914 -0.47666
H -1.15996 0.94494 -1.96154
H 0.93901 -0.17564 1.54397
H 5.06688 -0.66219 -0.48953
*
```

- Lowest unoccupied orbital energy: 2.99 eV
- Energy above the lowest of the compared OMol25 structures with the same formula, charge and spin: 1.091 eV
- Total energy: -1265.906095 Ha

Atom charges from the Mulliken analysis, given in e for atoms 1 to 2:
1. C 0.628
2. C -0.144

Question: Which value of lowest unoccupied orbital energy does entry 1 give?
Answer: 0.49 eV

Question: The lowest lowest unoccupied orbital energy belongs to which entry?
Answer: C53H42NO17P